# 1
# C17H27NO3

A structure of composition C17H27NO3 in a non-equilibrium geometry (ωB97M-V/def2-TZVPD, OMol25).

```
48
Properties=species:S:1:pos:R:3:lowdin_charge:R:1
C -7.014 -2.972 0.591 -0.117
C -6.216 -1.917 -0.337 -0.223
C -5.292 -0.936 0.483 -0.236
C -4.699 0.012 -0.352 -0.315
C -3.818 0.755 0.367 -0.256
C -3.210 1.913 -0.276 -0.268
C -2.348 2.812 0.647 -0.136
H -2.851 3.376 1.192 0.001
H -2.000 3.791 -0.255 0.207
C -0.955 2.223 1.023 -0.144
C -0.161 2.018 -0.092 -0.353
O 0.511 2.679 -0.827 0.101
N -0.192 0.327 -0.541 0.009
H -0.709 -0.019 0.217 0.061
C 0.582 -0.130 -1.592 -0.197
C 1.769 -0.763 -0.761 -0.150
C 1.993 -2.258 -0.640 -0.049
C 3.064 -2.679 -0.036 0.017
C 4.238 -1.686 0.213 -0.221
C 3.986 -0.357 0.206 -0.168
C 2.828 0.109 -0.582 0.022
H 2.639 1.270 -0.490 0.133
O 5.092 0.443 0.574 -0.096
C 4.993 1.775 0.518 -0.092
H 4.981 2.163 -0.956 0.198
H 4.301 2.193 0.878 -0.042
H 6.004 1.916 0.749 0.078
O 5.290 -2.153 0.811 0.193
H 5.772 -1.618 1.152 -0.047
H 3.245 -3.726 0.106 0.104
H 1.170 -2.646 -1.046 0.057
H -0.045 -0.891 -2.101 0.123
H 0.887 0.722 -2.146 0.101
H -1.274 1.304 1.659 0.147
H -0.471 2.938 1.620 0.116
H -2.524 1.725 -1.076 0.082
H -3.898 2.607 -0.989 0.172
H -3.101 0.323 1.280 0.171
H -4.452 1.461 1.317 0.201
H -4.281 -0.308 -1.015 0.025
H -5.428 0.588 -0.655 0.111
H -4.839 -1.581 1.236 0.110
H -6.136 -0.589 1.327 0.179
H -5.833 -2.532 -1.092 0.057
H -7.226 -1.220 -0.892 0.180
H -6.177 -3.684 0.972 0.096
H -7.631 -3.696 -0.071 0.094
H -7.539 -2.656 1.321 -0.034
```

## Properties
* ΔE to the lowest compared entry with this formula, charge and spin: 410.5 kcal/mol
* E: -25682.9531 eV
* F_max: 0.337 hartree/bohr
* multiplicity: 1

# 2
# C10H8As2F28NaO2

A structure of composition C10H8As2F28NaO2 in a non-equilibrium geometry (ωB97M-V/def2-TZVPD, OMol25).

```
51
Properties=species:S:1:pos:R:3:lowdin_charge:R:1
Na -0.034 0.427 0.267 0.657
As 3.193 1.793 2.405 1.023
F 1.466 1.640 1.774 -0.302
F 2.631 2.709 3.877 -0.255
F 4.903 1.855 3.010 -0.229
F 3.813 1.054 0.906 -0.255
F 3.519 3.411 1.598 -0.067
F 2.881 0.141 3.063 -0.260
As 1.574 3.651 -1.570 0.977
F 1.225 2.863 -3.090 -0.245
F 0.339 4.936 -1.834 -0.233
F 2.068 4.497 -0.010 -0.073
F 2.819 2.428 -1.234 -0.250
F 2.898 4.640 -2.384 -0.268
F 0.359 2.515 -0.803 -0.299
C -3.973 1.377 -4.254 -0.030
C -3.226 1.505 -2.908 -0.389
C -2.812 0.188 -2.321 -0.311
F -2.320 -0.686 -3.222 0.112
F -1.964 0.281 -1.284 0.090
F -2.067 2.252 -2.970 0.108
F -4.079 2.182 -2.061 0.112
O -5.319 0.958 -3.901 -0.003
C -6.160 0.843 -5.073 -0.477
C -7.693 0.553 -4.710 -0.376
F -8.526 0.454 -5.655 0.188
F -7.859 -0.531 -3.944 0.093
F -6.069 1.980 -5.728 0.171
F -5.712 -0.183 -5.826 0.145
H -3.573 0.615 -4.923 0.140
H -4.000 2.340 -4.764 0.147
H -3.718 -0.295 -1.956 0.178
H -8.078 1.269 -3.983 0.168
C 3.553 -2.525 4.453 -0.083
C 4.973 -2.845 3.924 -0.380
C 5.113 -4.139 3.015 -0.317
F 6.407 -4.391 2.697 0.089
F 4.506 -5.212 3.489 0.125
F 5.151 -1.728 3.140 0.084
F 5.880 -2.832 4.942 0.118
O 2.566 -2.780 3.460 0.001
C 1.174 -2.936 3.849 -0.522
C 0.414 -2.471 2.572 -0.333
F -0.876 -2.754 2.598 0.127
F 0.500 -1.177 2.338 0.109
F 0.803 -4.177 4.077 0.186
F 0.883 -2.278 4.948 0.194
H 3.596 -1.503 4.829 0.134
H 3.331 -3.050 5.382 0.142
H 4.666 -3.856 2.062 0.161
H 0.858 -3.009 1.735 0.174
```

## Properties
* <S²>: 0.76
* E: -216778.4053 eV
* F_max: 0.103 hartree/bohr
* multiplicity: 2

# 3
# C5H12N2O5

The ion C5H12N2O5 with charge +2 in a non-equilibrium geometry (ωB97M-V/def2-TZVPD, OMol25).

```
24
Properties=species:S:1:pos:R:3:lowdin_charge:R:1
C 1.084 -0.750 -0.238 -0.227
C 0.362 -1.855 -0.195 -0.026
C 0.497 0.628 -0.175 -0.341
C -1.664 -0.153 -0.138 -0.378
C 0.835 1.275 1.201 -0.115
N 1.407 1.510 -1.062 0.289
N -2.718 -0.402 -1.105 0.299
O -0.830 0.829 -0.593 0.086
O 2.489 -0.652 -0.351 0.036
O 0.062 -3.074 -0.189 0.136
O -2.187 -0.042 1.069 0.143
O 0.239 0.384 2.106 -0.004
H 0.376 2.234 1.234 0.147
H 1.876 1.278 1.268 0.126
H 2.352 1.331 -0.639 0.178
H 1.168 2.489 -1.053 0.182
H 1.541 1.180 -2.003 0.180
H -3.033 0.099 -1.970 0.223
H -3.675 -0.381 -0.705 0.203
H -2.620 -1.359 -1.322 0.157
H 2.943 -1.532 -0.283 0.169
H 0.514 -3.869 0.357 0.257
H -1.599 0.267 1.804 0.142
H 0.580 0.567 2.981 0.138
```

## Properties
* net charge: +2
* ΔE to the lowest compared entry with this formula, charge and spin: 80.7 kcal/mol
* E: -18575.0681 eV
* F_max: 0.075 hartree/bohr
* multiplicity: 1

# 4
# C16H28N6S2Si2Zr

A structure of composition C16H28N6S2Si2Zr in a non-equilibrium geometry (ωB97M-V/def2-TZVPD, OMol25).

```
55
Properties=species:S:1:pos:R:3:lowdin_charge:R:1
Zr -0.063 0.459 -0.314 1.459
C -0.683 5.872 0.589 0.026
C 0.463 4.940 0.625 -0.292
N 1.527 5.053 1.345 0.169
N 2.277 3.955 1.068 0.077
C 1.712 3.146 0.180 -0.712
S 2.277 1.697 -0.498 0.720
N 0.545 3.767 -0.117 -0.098
N -0.359 3.232 -1.032 0.081
H -0.429 6.751 1.177 0.106
H -1.575 5.411 1.018 0.094
H -0.907 6.184 -0.432 0.099
H 3.193 3.860 1.483 0.181
H -0.201 3.671 -1.937 0.138
H -1.294 3.474 -0.719 0.108
C 0.045 -0.357 -2.904 -0.185
Si 0.800 -1.923 -1.994 0.514
C 0.497 -3.489 -2.967 -0.137
C 2.624 -1.444 -1.783 -0.164
C -0.035 -1.750 -0.310 -0.486
C 0.841 -1.720 0.885 -0.424
C 1.539 -2.752 1.498 0.012
C 2.272 -2.477 2.639 0.008
C 2.304 -1.180 3.154 -0.011
C 1.625 -0.190 2.486 -0.091
N 0.924 -0.458 1.373 -0.103
Si -1.865 -2.100 0.062 0.512
C -2.611 -3.700 -0.555 -0.154
C -2.035 -1.848 1.923 -0.148
C -2.769 -0.603 -0.783 -0.158
H 0.553 -0.237 -3.861 0.071
H 0.217 0.611 -2.383 -0.046
H -1.019 -0.473 -3.122 0.049
H 0.625 -3.333 -4.039 0.051
H -0.508 -3.879 -2.799 0.026
H 1.207 -4.260 -2.661 0.050
H 3.275 -2.178 -2.263 0.052
H 2.925 -1.396 -0.734 0.026
H 2.852 -0.482 -2.245 0.013
H 1.487 -3.753 1.090 0.137
H 2.815 -3.271 3.135 0.131
H 2.850 -0.952 4.057 0.125
H 1.618 0.837 2.828 0.124
H -2.067 -4.566 -0.175 0.048
H -2.625 -3.759 -1.644 0.032
H -3.643 -3.784 -0.208 0.050
H -1.441 -2.586 2.468 0.049
H -3.069 -1.967 2.249 0.054
H -1.701 -0.857 2.228 0.007
H -3.277 -0.918 -1.695 0.058
H -2.111 0.241 -1.061 -0.040
H -3.527 -0.203 -0.109 0.053
S -2.982 2.269 2.937 0.826
C -1.947 1.860 1.849 -0.919
N -1.143 1.555 1.000 -0.165
```

## Properties
* net charge: +2
* ΔE to the lowest compared entry with this formula, charge and spin: 10.2 kcal/mol
* E: -64681.9959 eV
* F_max: 0.022 hartree/bohr
* multiplicity: 1